C51H34F15GeO2S3SbSnTe | ωB97M-V/def2-TZVPD

Output
Molar mass (g mol⁻¹): 1500.683
E (eV): -206963.201
Highest occupied orbital energy (eV): -13.461
Total charge: +2
Relative energy (zero: lowest compared OMol25 entry of this formula, charge and spin) (eV): 0.627
Multiplicity: 1
Orbital gap (eV): 8.11

Element x y z (Å)
Sn: 0.38577 -0.39802 1.05413
Te: -1.70778 0.90047 -0.56551
C: -3.32275 2.24881 -0.17924
C: -4.48696 2.03873 -0.90887
C: -5.57771 2.87330 -0.72517
C: -5.50437 3.92702 0.17349
C: -4.33239 4.15097 0.88019
C: -3.24143 3.31249 0.70408
H: -4.54853 1.24208 -1.64462
H: -6.48373 2.70027 -1.29038
H: -6.35645 4.57856 0.31190
H: -4.26058 4.97832 1.57332
H: -2.32651 3.50572 1.23966
F: 6.87334 0.13077 0.39832
C: 6.17163 -0.25156 1.47482
C: 4.78888 -0.16991 1.40421
C: 4.07891 -0.56934 2.51370
F: 2.72688 -0.52918 2.49998
C: 4.69759 -1.03383 3.65956
F: 3.96865 -1.41284 4.70418
C: 6.08221 -1.10509 3.70192
F: 6.68513 -1.55762 4.78222
C: 6.83190 -0.70713 2.60004
F: 8.15184 -0.77556 2.63523
Ge: 4.08582 0.44623 -0.33366
S: 1.87185 0.52189 -0.65734
C: 4.77584 -0.87998 -1.61836
C: 5.69240 -0.62905 -2.62559
F: 6.21244 0.59180 -2.74528
C: 6.07900 -1.61899 -3.51600
F: 6.96125 -1.36570 -4.46886
C: 5.51865 -2.88600 -3.41464
F: 5.84370 -3.82551 -4.28185
C: 4.60178 -3.16244 -2.40996
F: 4.03413 -4.36624 -2.31916
C: 4.26709 -2.16059 -1.52291
F: 3.40399 -2.43242 -0.52274
C: 4.67049 2.26763 -0.77353
C: 4.31401 2.76417 -2.01669
F: 3.66545 1.95015 -2.86118
C: 4.59913 4.06068 -2.39717
F: 4.21752 4.52501 -3.57897
C: 5.27568 4.88654 -1.50808
F: 5.54810 6.13081 -1.84791
C: 5.64056 4.41909 -0.25266
F: 6.25208 5.22339 0.60464
C: 5.33038 3.11655 0.09834
F: 5.64276 2.67817 1.32537
C: -0.65833 -4.11051 -2.07542
S: 0.42112 -2.81626 -1.45210
C: 0.65101 -1.94510 -3.00955
O: -0.52708 -1.89317 -0.64778
H: -0.08832 -4.70345 -2.79107
H: -1.53000 -3.65792 -2.54658
H: -0.95270 -4.73935 -1.23915
H: 1.31007 -2.53816 -3.64481
H: 1.10937 -0.98433 -2.78673
H: -0.31841 -1.80927 -3.48613
C: -7.62346 0.37375 2.08956
C: -6.39413 0.48949 2.72463
C: -5.24122 0.06849 2.08107
C: -5.32835 -0.46558 0.80088
C: -6.55365 -0.58143 0.15981
C: -7.70409 -0.16065 0.81145
Sb: -3.54019 -1.11919 -0.13881
C: -2.92688 -2.73382 1.09850
C: -3.07085 -4.04348 0.66449
C: -2.67555 -5.08853 1.48859
C: -2.14803 -4.82159 2.74405
C: -2.00665 -3.51025 3.17711
C: -2.39306 -2.46324 2.35300
C: -4.04760 -1.92223 -2.03415
C: -3.41803 -1.39228 -3.15702
C: -3.66764 -1.93475 -4.40912
C: -4.55101 -2.99892 -4.53657
C: -5.20376 -3.50606 -3.42152
C: -4.95559 -2.96971 -2.16552
H: -8.52322 0.69767 2.59501
H: -6.33309 0.91011 3.71939
H: -4.28262 0.16394 2.58000
H: -6.62023 -0.99098 -0.84188
H: -8.66233 -0.24500 0.31655
H: -3.49356 -4.25704 -0.30970
H: -2.78628 -6.11096 1.15144
H: -1.85803 -5.63744 3.39226
H: -1.60850 -3.30472 4.16198
H: -2.29524 -1.44092 2.70479
H: -2.73699 -0.55553 -3.04789
H: -3.17727 -1.52390 -5.28203
H: -4.73377 -3.42734 -5.51290
H: -5.90716 -4.32145 -3.52407
H: -5.46670 -3.35795 -1.29193
C: 0.69184 5.25534 0.58117
S: 0.95956 3.55906 0.00925
O: -0.44222 3.03948 -0.23207
C: 1.47050 2.85631 1.59314
C: 2.82929 2.72974 1.84877
C: 3.25027 2.17606 3.04771
C: 2.31618 1.74857 3.98273
C: 0.95873 1.87667 3.72083
C: 0.53107 2.42708 2.51820
H: -0.01918 5.26424 1.40415
H: 0.31047 5.82238 -0.26637
H: 1.65313 5.66111 0.89570
H: 3.54994 3.07711 1.11698
H: 4.30833 2.08863 3.25864
H: 2.64726 1.32590 4.92175
H: 0.22967 1.57923 4.46285
H: -0.52444 2.55952 2.32147

Forces on the atoms, in the same order (eV/Å):
Sn 0.28 -0.69 0.34
Te -0.76 0.48 -0.40
C 0.06 0.10 0.01
C 0.17 -0.07 -0.16
C -0.06 0.03 0.02
C -0.02 -0.01 -0.01
C -0.03 -0.06 -0.02
C 0.18 -0.06 0.18
H -0.04 0.02 -0.01
H 0.01 0.00 -0.02
H 0.00 0.00 0.00
H -0.01 0.01 0.00
H 0.06 0.01 0.06
F 0.13 -0.02 0.18
C -0.24 0.01 -0.08
C -0.12 0.13 -0.34
C 0.21 -0.20 -0.19
F 0.08 -0.36 0.02
C -0.12 0.02 -0.08
F 0.01 -0.01 0.08
C -0.01 0.06 -0.12
F 0.03 0.00 0.06
C 0.05 -0.01 -0.02
F -0.01 0.00 0.02
Ge 0.27 -0.26 0.03
S 0.10 -0.14 -0.32
C -0.21 0.28 0.17
C -0.17 -0.07 0.16
F 0.15 -0.05 -0.14
C 0.01 0.05 0.01
F 0.01 0.01 -0.04
C -0.07 0.10 0.06
F 0.05 -0.05 -0.03
C -0.09 -0.03 0.03
F 0.07 0.00 -0.01
C 0.06 0.15 0.01
F -0.02 -0.16 -0.02
C -0.05 -0.30 -0.08
C 0.08 -0.14 0.24
F 0.01 0.19 -0.10
C -0.05 0.01 -0.06
F 0.06 0.00 0.01
C -0.09 -0.07 0.00
F 0.03 0.06 -0.02
C 0.01 -0.08 0.12
F 0.04 0.03 0.00
C 0.28 -0.12 -0.55
F 0.35 0.18 0.02
C 0.13 0.05 0.17
S -0.39 0.23 -0.44
C 0.04 -0.14 0.06
O 0.29 0.15 0.17
H 0.03 0.03 -0.01
H -0.01 0.06 -0.01
H 0.02 0.02 0.06
H 0.00 -0.02 0.02
H 0.05 -0.05 0.05
H -0.05 -0.01 0.02
C -0.01 -0.01 -0.01
C 0.01 0.02 0.01
C 0.07 0.02 0.01
C 0.36 -0.06 -0.12
C 0.04 -0.04 -0.14
C -0.02 0.02 0.01
Sb -0.50 -0.66 0.06
C 0.05 0.31 -0.17
C -0.02 -0.01 -0.12
C -0.01 0.00 0.01
C 0.02 -0.01 0.01
C -0.02 -0.01 0.03
C -0.07 0.08 0.02
C 0.13 0.19 0.22
C 0.03 -0.02 0.10
C -0.01 0.00 0.01
C 0.04 0.03 -0.05
C -0.03 -0.04 0.06
C 0.02 0.05 0.14
H 0.00 0.01 0.00
H -0.01 -0.01 0.01
H -0.03 0.02 0.02
H -0.02 0.02 0.00
H 0.00 -0.02 0.01
H 0.04 -0.04 -0.01
H -0.03 0.00 0.02
H 0.02 0.00 -0.01
H 0.01 0.01 -0.01
H 0.02 -0.03 0.03
H 0.04 -0.01 -0.10
H -0.02 -0.01 -0.01
H -0.04 0.00 0.01
H 0.00 0.00 -0.02
H -0.05 -0.08 -0.06
C 0.09 -0.20 -0.15
S 0.00 0.23 0.53
O 0.03 0.07 -0.04
C 0.12 0.12 -0.08
C -0.13 0.31 0.04
C -0.07 0.33 0.22
C -0.11 0.19 0.08
C 0.16 0.04 0.12
C -0.14 0.12 -0.11
H -0.01 -0.07 0.01
H 0.00 -0.04 -0.01
H 0.02 -0.01 0.02
H -0.59 -0.03 0.35
H -0.06 0.07 -0.01
H -0.01 -0.03 0.02
H 0.00 -0.06 0.00
H -0.10 0.00 -0.05

Atomic partial charges in e from the Löwdin method, atoms 1 to 4:
1. Sn 0.88
2. Te 1.20
3. C -0.52
4. C -0.18